No. 1
C27H27IN7O5Os as an isolated structure, computed with wB97M-V/def2-TZVPD.

Atoms and positions in Å:
Os 0.4542 -0.7539 0.5934
O 0.9250 6.2561 0.1288
C 2.1116 5.5179 0.0149
C 1.7887 4.0575 0.0845
C 2.7491 3.0865 -0.1947
C 2.4147 1.7591 -0.0534
N 1.1860 1.3736 0.2973
C 0.2098 2.2917 0.4580
C 0.4992 3.6412 0.4056
C -1.1428 1.7642 0.6230
C -2.2743 2.5561 0.5782
C -3.5365 1.9798 0.6688
C -4.7642 2.8300 0.5754
O -4.3885 4.1678 0.4074
C -3.6113 0.5969 0.8412
C -2.4458 -0.1295 0.8872
N -1.2314 0.4365 0.7480
H 1.1121 7.2013 0.1290
H 2.8126 5.7585 0.8257
H 2.6290 5.7292 -0.9291
H 3.7438 3.3610 -0.5179
H 3.1332 0.9737 -0.2464
H -0.2515 4.3918 0.6010
H -2.2140 3.6252 0.4426
H -5.3619 2.6799 1.4843
H -5.3756 2.4646 -0.2605
H -5.1650 4.7350 0.3535
H -4.5653 0.0947 0.9282
H -2.4629 -1.2028 1.0128
N 2.2311 -1.1315 4.2912
C 1.1020 -0.5731 4.8486
C 0.2807 -0.2493 3.8168
N 0.9002 -0.6091 2.6457
C 2.0816 -1.1514 2.9653
C 2.9058 -1.6288 1.8790
N 2.3926 -1.5311 0.6605
C 3.3306 -1.9962 -0.2240
C 4.4285 -2.3816 0.4853
N 4.1401 -2.1477 1.8080
H 3.0204 -1.4667 4.8256
H 0.9796 -0.4410 5.9095
H -0.6933 0.2062 3.8451
H 3.1534 -2.0225 -1.2853
H 5.3749 -2.7785 0.1616
H 4.7752 -2.3354 2.5708
C 0.8757 -5.0069 0.5547
C -0.1950 -4.0890 1.0633
N -1.4093 -4.5960 1.1704
O 0.0442 -2.8996 1.3879
H 0.6900 -6.0358 0.8553
H 1.8489 -4.6892 0.9191
H 0.8779 -4.9675 -0.5367
H -1.6014 -5.5650 0.9698
H -2.1729 -4.0303 1.5074
I -2.5544 -1.3542 -7.8081
C -1.7958 -1.3012 -5.8627
C -0.6532 -0.5516 -5.5868
C -0.1845 -0.4874 -4.2909
C -0.8405 -1.1904 -3.2767
C -1.9757 -1.9531 -3.5667
C -2.4613 -2.0017 -4.8572
C -0.3511 -1.1226 -1.9133
O -0.8591 -1.8017 -0.9636
O 0.5968 -0.3505 -1.5649
H -0.1382 -0.0348 -6.3837
H 0.6907 0.1010 -4.0488
H -2.4689 -2.4973 -2.7720
H -3.3440 -2.5811 -5.0865

## Properties
E ... -59651.2069 eV
HOMO level (spin up / spin down) ... -14.7 / -14.7 eV
Total charge ... +3


No. 2
C27H27MoN7O3S2 as an isolated structure, computed with wB97M-V/def2-TZVPD.

Atoms and positions in Å:
Mo 0.1461 -0.6607 -1.0251
O 0.9641 2.0190 3.8031
C -0.3613 2.0191 3.5945
C -1.1546 2.6810 4.5340
C -2.5213 2.7363 4.3727
C -3.1414 2.1335 3.2743
C -2.3697 1.4736 2.3482
C -0.9737 1.4055 2.4870
C -0.1871 0.7356 1.4618
O -0.8189 0.1704 0.4529
N 1.1131 0.7159 1.4835
N 1.5991 0.0244 0.3746
C 2.8834 -0.1627 0.3688
C 3.6205 -0.8263 -0.6640
C 5.0042 -1.0126 -0.5058
C 5.7390 -1.6432 -1.4842
C 5.1017 -2.0897 -2.6422
C 3.7427 -1.9112 -2.8340
C 3.0018 -1.2826 -1.8416
O 1.6887 -1.0852 -2.0202
H 1.4057 1.5086 3.1003
H -0.6650 3.1402 5.3817
H -3.1201 3.2544 5.1102
H -4.2149 2.1825 3.1590
H -2.8289 0.9962 1.4925
H 3.4331 0.2153 1.2258
H 5.4834 -0.6577 0.3981
H 6.8019 -1.7905 -1.3590
H 5.6802 -2.5827 -3.4122
H 3.2522 -2.2490 -3.7358
C -1.5406 -3.9854 2.5215
N -2.1186 -3.6984 1.2102
C -3.4453 -3.8705 0.8608
C -3.5867 -3.4653 -0.4141
N -2.3316 -3.0410 -0.8421
C -1.4407 -3.1940 0.1736
S 0.2313 -2.8489 0.1486
C -2.0341 -2.7066 -2.1911
C -2.5025 -3.5308 -3.1924
C -2.3132 -3.1455 -4.5119
C -1.6698 -1.9485 -4.7754
C -1.2124 -1.1937 -3.7135
N -1.3808 -1.5568 -2.4274
H -2.2596 -4.5705 3.0865
H -1.3271 -3.0529 3.0405
H -0.6248 -4.5572 2.3975
H -4.1690 -4.2556 1.5571
H -4.4521 -3.4118 -1.0499
H -3.0006 -4.4555 -2.9383
H -2.6655 -3.7755 -5.3173
H -1.5128 -1.5977 -5.7847
H -0.6949 -0.2618 -3.8896
S -0.0762 1.5526 -2.2187
C 0.2471 2.7381 -0.9792
N -0.7537 3.2923 -0.3215
C -0.5779 4.3548 0.6760
C 0.6993 5.1178 0.3692
C 1.8552 4.1397 0.2403
N 1.4940 3.0962 -0.7265
H -1.6794 2.9827 -0.5693
H -0.5357 3.9028 1.6712
H -1.4542 4.9978 0.6336
H 0.9033 5.8278 1.1683
H 0.5868 5.6815 -0.5583
H 2.0836 3.6722 1.2009
H 2.7530 4.6323 -0.1266
H 2.2024 2.6779 -1.3073

## Properties
E ... -68526.9618 eV
Expectation value of S² ... 2.02
HOMO level (spin up / spin down) ... -13.1 / -13.2 eV
2S+1 ... 3
Total charge ... +2


No. 3
C27H27N2OPPdS as an isolated structure, computed with wB97M-V/def2-TZVPD.

Atoms and positions in Å:
Pd 0.3754 0.6003 -1.1758
N 2.1464 1.1602 0.3369
C 2.1807 0.3997 1.5333
C 3.3571 0.2273 2.2549
C 3.3481 -0.4679 3.4543
C 2.1649 -1.0052 3.9412
C 0.9924 -0.8771 3.2142
C 0.9909 -0.1738 2.0138
P -0.5013 -0.0484 0.9743
C -1.3095 1.5197 1.3779
C -0.8310 2.4035 2.3403
C -1.4683 3.6202 2.5206
C -2.5593 3.9576 1.7316
C -3.0277 3.0826 0.7591
C -2.4051 1.8633 0.5786
C -1.6038 -1.3743 1.5153
C -1.2821 -2.6893 1.1755
C -2.0743 -3.7266 1.6308
C -3.1911 -3.4557 2.4105
C -3.5042 -2.1489 2.7518
C -2.7239 -1.1009 2.2993
H 3.0868 1.3576 -0.0094
H 1.6546 2.0512 0.4721
H 4.2762 0.6611 1.8921
H 4.2642 -0.5871 4.0114
H 2.1608 -1.5413 4.8778
H 0.0760 -1.3228 3.5765
H 0.0208 2.1313 2.9473
H -1.1126 4.3069 3.2741
H -3.0518 4.9084 1.8706
H -3.8732 3.3623 0.1480
H -2.7546 1.1541 -0.1663
H -0.4157 -2.8847 0.5556
H -1.8256 -4.7445 1.3750
H -3.8232 -4.2641 2.7445
H -4.3599 -1.9355 3.3730
H -2.9697 -0.0829 2.5638
N -0.7888 4.9589 -1.1633
C -0.4518 3.7003 -1.4269
O 0.2757 3.0446 -0.6753
C -1.0375 3.0803 -2.6825
C -0.3599 1.7833 -3.0326
H -0.4188 5.4298 -0.3496
H -1.3714 5.4936 -1.7853
H -0.9362 3.8051 -3.5029
H -2.1067 2.9219 -2.5119
H 0.6548 1.9165 -3.4319
H -0.9818 1.1068 -3.6203
S 0.3983 -1.4349 -2.5896
C 1.4833 -2.5541 -3.3209
C 1.0818 -3.1498 -4.5333
C 1.8941 -4.0842 -5.1344
C 3.0989 -4.4492 -4.5374
C 3.5096 -3.8445 -3.3478
C 2.7132 -2.8998 -2.7382
H 0.1421 -2.8609 -4.9782
H 1.5937 -4.5397 -6.0676
H 3.7156 -5.2073 -4.9966
H 4.4516 -4.1248 -2.9044
H 3.0129 -2.4280 -1.8140

## Properties
E ... -57052.7647 eV
Expectation value of S² ... 6.04
HOMO level (spin up / spin down) ... -13.9 / -14.5 eV
2S+1 ... 5
Total charge ... +2


No. 4
One molecule with the formula C27H27N3O3S, computed with wB97M-V/def2-TZVPD.

Atoms and positions in Å:
C 3.9933 0.2108 -0.8960
C 2.6536 0.8745 -0.9837
C 2.5181 2.1645 -1.4781
C 1.2792 2.7833 -1.5673
C 1.1351 4.1638 -2.1295
C 0.1535 2.0920 -1.1442
C 0.2747 0.8034 -0.6432
N -0.8961 0.0830 -0.2873
C -1.3433 -0.1242 0.9755
O -2.3046 -0.8644 1.1884
C -0.6820 0.5445 2.0933
S 0.5053 1.8141 1.9883
C 0.5596 1.8513 3.7365
C 1.4449 2.7940 4.4571
N -0.2208 1.0017 4.3027
C -0.9339 0.2619 3.4218
C -1.8807 -0.7508 3.9531
C -1.5665 -0.6505 -1.3768
C -0.8977 -2.0410 -1.4056
O 0.0469 -2.3397 -2.1051
N -1.4625 -2.8785 -0.5121
C -0.8184 -4.1154 -0.1152
C -0.3390 -4.0174 1.2967
C 0.4740 -3.1109 1.9135
C 0.5091 -3.4734 3.2818
C -0.2856 -4.5708 3.3944
O -0.8063 -4.9034 2.2011
C -1.5341 0.1169 -2.6694
C -0.4004 0.1789 -3.4711
C -0.4093 0.9316 -4.6322
C -1.5414 1.6357 -5.0032
C -2.6761 1.5742 -4.2125
C -2.6715 0.8182 -3.0544
C 1.5177 0.1929 -0.5702
H 4.7530 0.7936 -1.4102
H 3.9522 -0.7833 -1.3371
H 4.2901 0.1004 0.1470
H 3.3987 2.6964 -1.8097
H 0.5365 4.1324 -3.0393
H 0.6263 4.8126 -1.4184
H 2.1047 4.5944 -2.3648
H -0.8224 2.5497 -1.2068
H 1.1579 3.8220 4.2397
H 1.3627 2.6158 5.5257
H 2.4786 2.6603 4.1425
H -1.8055 -0.7696 5.0365
H -2.8978 -0.5054 3.6544
H -1.6528 -1.7338 3.5460
H -2.6087 -0.7754 -1.0593
H -2.1241 -2.4819 0.1509
H 0.0117 -4.2770 -0.8107
H -1.5248 -4.9472 -0.1926
H 0.9845 -2.2892 1.4549
H 1.0472 -2.9796 4.0646
H -0.5510 -5.1825 4.2333
H 0.4819 -0.3742 -3.1961
H 0.4775 0.9708 -5.2473
H -1.5426 2.2278 -5.9068
H -3.5662 2.1163 -4.4968
H -3.5596 0.7763 -2.4389
H 1.5973 -0.8209 -0.2077

## Properties
E ... -49886.4758 eV
Structure (SMILES) ... Cc1cc(C)cc(N(C(=O)c2sc(C)nc2C)[C@H](C(=O)NCc2ccco2)c2ccccc2)c1
HOMO level ... -8.5 eV


The records above yield energy above the lowest of the compared OMol25 structures with the same formula, charge and spin values of 0.0; 0.0; 77.8; 64.2 kJ/mol, respectively.